A molecular structure, C22H27Cl3O8PS2V in a non-equilibrium geometry. Source: the OMol25 dataset; level of theory: the ωB97M-V functional and the def2-TZVPD basis.

Each line ends with the Mulliken charge.
Atoms and positions in Å:
V 1.6147 -0.1933 -0.0752  0.980
O 4.6644 -0.1911 -1.8389  -0.587
S 3.7774 0.5474 -1.0338  1.302
O 3.5546 0.1075 0.3656  -0.484
O 2.3113 0.5043 -1.5260  -0.480
C 4.1582 2.2376 -0.8316  0.651
C 5.3976 2.7805 -1.1111  -0.608
C 5.6428 4.0877 -0.7087  -0.610
C 4.6726 4.8184 -0.0354  -0.769
C 3.4371 4.2555 0.2796  -0.607
C 3.1999 2.9604 -0.1284  -0.200
S 1.6144 2.2024 0.2781  1.305
O 0.6236 2.5908 -0.6818  -0.573
O 1.3403 2.3792 1.6721  -0.602
O -0.0030 -0.0808 -0.2908  0.693
H 6.1472 2.1860 -1.6175  0.540
H 6.6083 4.5308 -0.9086  0.437
H 4.8694 5.8416 0.2538  0.444
H 2.6868 4.8087 0.8290  0.556
C -2.1614 1.7537 1.3065  -1.522
C -2.6736 1.0597 0.0443  1.979
C -4.0717 0.4897 0.2932  -1.480
C -2.6388 1.9940 -1.1630  -1.682
P -1.5814 -0.4419 -0.2769  -0.291
C -1.7287 -1.5138 1.1712  1.705
C -2.4900 -2.6818 1.1487  -0.467
C -2.6118 -3.4490 2.2959  -0.772
C -1.9751 -3.0599 3.4656  -0.816
C -1.2381 -1.8836 3.4987  -0.898
C -1.1216 -1.1003 2.3622  -0.858
C -1.7152 -1.2669 -1.9721  1.450
C -3.1622 -1.6618 -2.2620  -1.653
C -0.8101 -2.5007 -1.9425  -1.464
C -1.1873 -0.2783 -3.0193  -1.562
H -2.7450 2.6645 1.4508  0.585
H -1.1168 2.0446 1.2315  0.299
H -2.3115 1.1395 2.1918  0.387
H -4.7375 1.3186 0.5397  0.494
H -4.0839 -0.2011 1.1373  0.348
H -4.4875 -0.0115 -0.5799  0.338
H -3.1768 2.9082 -0.9069  0.586
H -3.1440 1.5583 -2.0242  0.307
H -1.6217 2.2748 -1.4302  0.267
H -3.0008 -2.9918 0.2472  0.145
H -3.2187 -4.3443 2.2831  0.509
H -2.0734 -3.6574 4.3618  0.471
H -0.7644 -1.5654 4.4184  0.526
H -0.5863 -0.1655 2.4197  0.579
H -3.5661 -2.3535 -1.5240  0.275
H -3.1938 -2.1662 -3.2294  0.523
H -3.8215 -0.7977 -2.3289  0.367
H -1.1008 -3.2189 -1.1798  0.314
H 0.2367 -2.2282 -1.7907  0.113
H -0.8864 -2.9944 -2.9119  0.630
H -1.8952 0.5141 -3.2475  0.369
H -1.0132 -0.8321 -3.9431  0.536
H -0.2395 0.1730 -2.7231  0.193
Cl 0.9949 -3.9261 0.9175  -0.045
C 2.6082 -3.2173 1.1073  0.782
Cl 3.6969 -4.3306 1.8487  -0.027
Cl 3.1865 -2.6831 -0.5070  -0.041
C 2.4140 -1.9181 1.9772  0.110
O 2.8858 -1.7556 3.0435  -0.399
O 1.6109 -1.0695 1.3103  -0.598

Forces on the atoms, in the same order (eV/Å):
V 0.8024 1.2421 0.2557
O 0.0432 0.2327 -0.0593
S 2.7252 0.8765 -0.6377
O 0.0482 -0.3403 0.1306
O 1.1472 0.1317 -2.8991
C -0.2841 -0.1424 -0.0525
C -0.0330 -0.2483 -0.2014
C -0.0326 0.1287 0.0808
C 0.0515 -0.0653 -0.1173
C -0.1937 -0.0886 0.0357
C -0.1609 -0.4342 -0.0165
S -1.1949 0.9684 1.0699
O 0.2864 0.1578 -0.3077
O 0.3446 0.0039 0.1314
O -2.9053 0.5578 -0.6452
H 0.0158 0.0492 -0.0136
H -0.0136 0.0172 -0.0381
H 0.0384 -0.0134 0.0455
H 0.0350 0.0345 0.0068
C -0.0783 0.0607 0.0561
C 0.6685 -0.4369 -0.2826
C -0.1233 -0.1288 0.0106
C -0.1104 0.0927 0.0034
P -1.5333 -0.3657 0.0927
C 0.0221 0.1498 -0.3993
C 0.0295 -0.0520 -0.1225
C -0.0650 -0.0546 0.0226
C -0.0104 0.0711 -0.0113
C 0.0461 0.0468 0.0510
C -0.0565 -0.1412 -0.0239
C 0.0326 0.2159 0.6430
C -0.1321 0.0036 -0.0683
C -0.0597 0.0084 0.0597
C -0.0394 0.0356 -0.0803
H -0.0150 0.0059 -0.0695
H 0.0239 0.0580 0.0406
H 0.0009 0.0356 0.0051
H 0.0545 0.0545 -0.0113
H -0.0388 0.0363 -0.0026
H -0.0203 0.0491 0.0691
H -0.0051 -0.0151 0.0415
H 0.0137 0.0329 0.0281
H -0.0236 0.0340 -0.0539
H 0.0418 -0.0554 0.0716
H 0.0249 -0.0080 -0.0370
H 0.0065 -0.0236 -0.0127
H -0.0058 0.0044 -0.0162
H 0.1615 0.0258 0.0016
H -0.0384 0.0292 -0.0721
H 0.0559 0.0041 -0.0049
H 0.0441 -0.0221 -0.0488
H 0.0187 -0.0380 0.0417
H 0.0420 -0.1002 -0.0380
H 0.0453 0.0195 -0.0199
H 0.0515 -0.0363 0.0295
H 0.0046 -0.0405 0.0185
H 0.0055 0.0238 -0.0996
Cl -0.0414 -0.0838 0.0499
C -0.3427 0.2369 0.3106
Cl 0.0814 0.1623 -0.0820
Cl -0.0984 -0.2997 -0.1023
C 1.2109 -1.8274 0.5280
O -0.4249 0.3789 -0.3310
O -0.1430 -1.2148 3.0470

Results
- Strongest force on any atom: 3.3 eV/Å
- Multiplicity: 1
- Net charge: +2
- Relative energy (zero: lowest compared OMol25 entry of this formula, charge and spin): 31.3 kcal per mole
- Frontier orbital gap (alpha / beta): 6.9 / 6.9 eV
- Calculated total energy: -4918.16138 a.u.
- LUMO (alpha / beta): -0.3113 / -0.3105 hartree